ORCA calculation (wB97M-V/def2-TZVPD) on a molecular structure, C4H8N2S2.

Computed properties:
Total charge = 0
Gap between HOMO and LUMO = 8.79 eV
DFT total energy = -28924.321 eV
Energy relative to the best compared isomer or geometry (same formula, charge and spin) = 384.71 kJ/mol

Last column: Mulliken charge in e.
Positions of all 16 atoms, in Å:
C: 0.672 -1.562 1.461  -0.89
C: -0.388 0.103 0.074  0.58
C: -1.821 0.501 -0.537  -0.77
C: 1.872 1.131 0.071  -0.14
H: 0.557 -2.595 1.631  0.32
H: 0.980 -1.167 2.497  0.30
H: 1.649 -1.332 1.021  0.32
H: -2.494 1.424 0.132  0.26
H: -2.533 -0.716 -0.566  0.29
H: -2.224 -0.397 -2.983  0.17
H: 0.442 0.843 -1.604  0.28
H: 2.018 0.936 1.209  0.20
N: -0.400 -0.850 0.881  -0.33
N: 0.710 0.761 -0.481  -0.09
S: -2.163 0.911 -2.373  -0.21
S: 3.121 2.010 -0.434  -0.30

ORCA calculation (wB97M-V/def2-TZVPD) on C4H5NO in the gas phase.

Computed properties:
Total charge = 0
Gap between HOMO and LUMO (spin up / spin down) = 7.06 / 8.80 eV
DFT total energy = -7762.206 eV
Energy relative to the best compared isomer or geometry (same formula, charge and spin) = 416.89 kJ/mol

Last column: Mulliken charge in e.
Positions of all 11 atoms, in Å:
N: 2.556 0.116 0.177  -0.62
C: 1.207 -0.014 0.110  0.92
C: 0.204 0.910 -0.106  -0.53
C: -1.184 0.518 -0.214  0.03
C: -1.705 -0.640 0.248  -0.69
O: 1.183 -1.268 0.402  -0.56
H: 2.927 -0.560 -0.505  0.29
H: 0.503 1.948 -0.264  0.35
H: -1.848 1.221 -0.719  0.30
H: -2.754 -0.889 0.055  0.26
H: -1.088 -1.339 0.815  0.27

ORCA calculation (wB97M-V/def2-TZVPD) on a molecular structure, C14H17F3FeN2O3S.

Computed properties:
Total charge = 0
Gap between HOMO and LUMO (spin up / spin down) = 6.80 / 6.30 eV
DFT total energy = -77287.604 eV
Multiplicity = 5
Energy relative to the best compared isomer or geometry (same formula, charge and spin) = 0.00 kJ/mol

Last column: Mulliken charge in e.
Positions of all 41 atoms, in Å:
C: -0.783 0.996 2.576  -0.35
C: -0.777 -0.475 2.644  -0.30
H: 0.011 1.486 3.172  0.26
H: -1.767 1.459 2.808  0.33
H: -0.703 1.180 1.482  -0.22
H: -0.700 -0.751 1.549  -0.21
H: 0.173 -0.881 3.069  0.16
H: -1.684 -0.980 2.982  0.36
C: 0.814 2.403 -1.490  -0.01
C: 1.154 3.307 -2.483  -0.73
C: 1.276 2.871 -3.804  -0.35
C: 1.135 1.509 -4.085  -0.76
H: 0.821 2.639 -0.436  0.42
H: 1.322 4.353 -2.259  0.40
H: 1.494 3.575 -4.634  0.40
H: 1.219 1.136 -5.092  0.38
N: 0.522 1.141 -1.832  0.20
C: 0.826 0.609 -3.072  0.72
C: 0.667 -0.832 -3.139  0.43
N: 0.132 -1.366 -1.977  0.17
C: -0.038 -2.684 -1.796  -0.24
C: 0.680 -3.067 -4.070  -0.42
C: 0.220 -3.564 -2.833  -0.64
H: -0.343 -2.997 -0.824  0.54
H: 0.077 -4.633 -2.727  0.39
C: 0.882 -1.690 -4.205  -0.58
H: 1.202 -1.270 -5.165  0.36
H: 0.874 -3.740 -4.925  0.40
Fe: -0.702 -0.013 -1.252  0.05
C: -2.549 0.015 -0.863  -0.97
H: -2.937 -0.848 -1.413  0.27
H: -2.831 0.956 -1.380  0.21
H: -3.008 0.026 0.119  0.32
F: 4.111 0.723 3.705  -0.23
C: 3.191 -0.111 3.139  0.48
F: 3.596 -1.407 3.322  -0.23
F: 2.012 0.059 3.798  -0.22
S: 3.023 0.294 1.280  1.16
O: 2.376 1.612 1.281  -0.64
O: 4.418 0.256 0.859  -0.67
O: 2.164 -0.795 0.800  -0.62

- What is the energy relative to the best compared isomer or geometry (same formula, charge and spin) in the third record?
  0.00 kJ/mol